[1]
Computed, not measured: C18H13AuCl3N3O6S2 as an isolated structure at a distorted geometry, with ωB97M-V/def2-TZVPD.

Its charge is 0. The calculation puts the relative energy (zero: lowest compared OMol25 entry of this formula, charge and spin) at 30.1 kcal per mole. As for the spin multiplicity: 1. The value obtained for the LUMO energy is -2.95 eV. Its HOMO-LUMO gap is 0.2003 hartree. Its HOMO energy is -8.4 eV.

The geometry in XYZ format:
```
46
Properties=species:S:1:pos:R:3:mulliken_charge:R:1
Au 0.015 0.483 -0.553 1.04
Cl -4.439 1.273 0.158 -0.04
Cl -5.024 -1.275 1.385 -0.09
Cl -5.076 -1.004 -1.509 -0.09
S -0.927 2.880 -1.426 1.25
S 2.726 -0.246 -1.393 1.21
O 3.946 -0.945 -1.142 -0.68
O 1.750 -0.798 -2.302 -0.69
O -0.739 3.408 -2.739 -0.58
O -1.720 3.653 -0.519 -0.61
O 0.444 2.511 -0.783 -0.55
O -1.491 1.430 -1.505 -0.60
N 1.859 -0.110 0.023 -0.07
N -1.769 -1.083 -0.094 -0.45
N 0.048 0.322 1.966 -0.10
C -0.886 0.445 2.873 -0.19
C 3.694 3.953 -2.766 0.92
C 2.335 0.036 1.330 0.68
C 2.411 1.921 -2.998 -0.16
C 4.016 0.018 3.075 -0.97
C 3.653 -0.050 1.715 -0.51
C -2.883 -0.821 -0.063 -0.01
C 3.087 0.166 4.060 -0.90
C 4.045 5.332 -3.263 -1.49
C 2.715 3.205 -3.413 -0.64
C 1.349 0.216 2.349 -0.15
C -4.312 -0.461 -0.019 0.72
C -0.607 0.491 4.250 -0.85
C 4.358 3.397 -1.674 -0.94
C 4.069 2.115 -1.242 -0.55
C 3.093 1.389 -1.912 0.43
C 0.690 0.401 4.659 -0.60
C 1.726 0.259 3.709 1.21
H 4.584 1.684 -0.393 0.31
H 3.378 0.220 5.102 0.39
H -1.417 0.597 4.960 0.39
H 5.064 -0.062 3.335 0.39
H 4.580 5.905 -2.506 0.36
H 4.407 -0.217 0.961 0.52
H 0.944 0.430 5.713 0.42
H 2.161 3.640 -4.237 0.37
H -1.909 0.523 2.513 0.36
H 4.687 5.258 -4.144 0.31
H 3.149 5.881 -3.554 0.37
H 5.111 3.979 -1.153 0.34
H 1.642 1.342 -3.492 0.53
```


[2]
Computed, not measured: C24H30AuCl3N14OS as an isolated structure, with ωB97M-V/def2-TZVPD.

Its charge is +2. The calculation puts the relative energy (zero: lowest compared OMol25 entry of this formula, charge and spin) at 8.8 kcal per mole. As for the spin multiplicity: 3. The value obtained for the LUMO energy (spin up / spin down) is -6.18 / -9.13 eV. Its HOMO-LUMO gap (spin up / spin down) is 0.2157 / 0.1086 hartree. Its HOMO energy (spin up / spin down) is -12.0 / -12.1 eV.

The geometry in XYZ format:
```
74
Properties=species:S:1:pos:R:3:mulliken_charge:R:1
Au 2.132 0.722 -0.787 1.29
Cl -3.224 -1.232 0.169 -0.22
Cl 0.159 -0.275 4.211 -0.18
Cl -7.507 4.472 0.166 -0.01
S -9.115 2.103 -0.535 0.00
O -4.734 2.813 0.786 -0.31
N 5.003 -0.278 -0.947 -0.24
N -1.906 1.786 -1.294 0.31
N 2.647 3.054 2.788 -0.61
N 1.324 3.166 2.586 -0.71
N 2.069 1.987 0.968 -0.06
N 2.737 -0.851 -2.479 -0.48
N 0.967 2.544 1.522 -0.33
N 0.092 0.901 -1.378 -0.40
N 4.175 0.600 -0.328 0.00
N 6.074 0.509 0.754 -0.62
N 5.741 -3.714 -1.341 -0.08
N 6.112 -0.317 -0.294 -0.61
N 4.393 1.941 1.641 -0.09
N 2.412 -1.682 0.630 -0.18
C 2.205 -2.966 -0.051 -0.01
C 2.398 -2.285 -2.552 0.16
C -7.453 0.639 0.837 -0.41
C -2.989 1.218 1.350 -0.42
C -2.588 -0.112 1.346 1.00
C -7.761 2.841 0.244 0.41
C -3.866 1.802 0.268 -0.25
C -1.636 -0.587 2.233 -0.92
C 1.510 -2.778 -1.408 -1.22
C 4.366 -3.076 -1.263 1.12
C -3.035 2.549 -0.787 -1.42
C -8.624 0.592 0.063 -0.30
C -6.943 1.910 0.956 0.31
C 4.865 1.059 0.715 0.74
C -5.703 2.334 1.695 -0.72
C -2.424 2.066 2.301 0.09
C -1.780 1.201 -2.538 -0.32
C 3.513 -3.760 -0.213 -1.48
C 3.076 2.322 1.778 0.50
C -1.073 0.294 3.141 0.57
C 3.699 -3.101 -2.628 -1.62
C -1.468 1.622 3.195 -1.00
C -0.751 1.592 -0.636 -0.37
C -0.534 0.669 -2.585 -0.79
H -7.018 -0.241 1.291 0.45
H 4.590 -2.044 -0.977 -0.72
H -5.944 3.155 2.373 0.51
H -9.206 -0.290 -0.163 0.45
H 3.468 -4.131 -2.919 0.51
H 3.724 -0.732 -2.227 0.50
H -5.325 1.503 2.294 0.36
H 4.026 -3.804 0.752 0.43
H -3.660 2.830 -1.632 0.51
H 0.669 -2.095 -1.279 0.21
H 4.353 -2.674 -3.392 0.39
H 5.692 -4.696 -1.623 0.37
H -4.451 1.012 -0.212 0.59
H 1.536 -3.570 0.565 0.54
H 6.330 -3.214 -2.013 0.40
H -1.003 2.301 3.895 0.42
H -0.061 0.127 -3.385 0.47
H 1.100 -3.743 -1.722 0.57
H 6.211 -3.665 -0.434 0.40
H 3.289 -4.786 -0.525 0.47
H -0.522 2.004 0.336 1.05
H 5.027 2.235 2.368 0.23
H 1.844 -2.451 -3.477 0.45
H -2.707 3.112 2.309 0.47
H 2.632 -0.411 -3.386 0.25
H -2.569 1.227 -3.268 0.47
H 3.385 -1.407 0.705 -0.02
H -2.659 3.462 -0.325 0.36
H 2.027 -1.682 1.564 0.27
H -1.333 -1.624 2.207 0.54
```


[3]
Computed, not measured: a single C8H9N5 molecule at a distorted geometry, with ωB97M-V/def2-TZVPD.

Its structure (SMILES) is Nc1ccc2nc(N)nc(N)c2c1. Its charge is 0. The calculation puts the relative energy (zero: lowest compared OMol25 entry of this formula, charge and spin) at 16.9 kcal per mole. As for the spin multiplicity: 1. The value obtained for the LUMO energy is 0.67 eV. Its HOMO-LUMO gap is 0.2851 hartree. Its HOMO energy is -7.1 eV.

The geometry in XYZ format:
```
22
Properties=species:S:1:pos:R:3:mulliken_charge:R:1
N 1.215 -1.150 3.528 -0.36
N -2.169 -1.697 0.563 -0.38
N 1.480 -0.131 1.438 -0.78
N -0.387 -1.521 1.880 -0.70
N -0.617 1.649 -3.173 -0.52
C 1.215 1.518 -1.671 -0.90
C 1.628 1.051 -0.510 -0.10
C 0.772 -0.947 2.265 0.32
C -0.351 -0.259 -0.112 0.46
C 0.869 0.196 0.241 0.29
C -0.061 1.137 -2.060 0.94
C -0.822 0.153 -1.445 -0.98
C -0.937 -1.162 0.738 0.65
H 1.990 -0.684 3.927 0.20
H -0.311 2.633 -3.366 0.24
H -1.827 -0.195 -1.777 0.08
H -2.458 -2.397 1.196 0.25
H 1.735 2.261 -2.200 0.33
H -2.563 -1.485 -0.355 0.17
H 0.719 -1.752 4.097 0.20
H 2.480 1.444 0.056 0.38
H -1.600 1.338 -3.259 0.20
```


[4]
Computed, not measured: a single C3H4N2OS molecule at a distorted geometry, with ωB97M-V/def2-TZVPD.

Its structure (SMILES) is C/S(=C/C#N)#[N+][O-]. Its charge is 0. The calculation puts the relative energy (zero: lowest compared OMol25 entry of this formula, charge and spin) at 135.3 kcal per mole. As for the spin multiplicity: 1. The value obtained for the LUMO energy (spin up / spin down) is -1.24 / -1.23 eV. Its HOMO-LUMO gap (spin up / spin down) is 0.2350 / 0.2357 hartree. Its HOMO energy (spin up / spin down) is -7.6 / -7.6 eV.

The geometry in XYZ format:
```
11
Properties=species:S:1:pos:R:3:mulliken_charge:R:1
S -0.050 -0.209 -0.814 0.12
O 0.752 -2.447 0.708 -0.16
N 0.248 -2.275 -0.319 0.15
N -3.601 0.258 0.430 -0.45
C -1.130 0.459 0.389 -0.47
C 1.561 0.700 -0.620 -0.74
C -2.462 0.197 0.384 0.27
H 2.312 0.003 -0.422 0.35
H 1.697 1.356 -1.486 0.29
H 1.438 1.251 0.430 0.25
H -0.765 0.708 1.321 0.38
```


Copy entry 4 word for word.
Computed, not measured: a single C3H4N2OS molecule at a distorted geometry, with ωB97M-V/def2-TZVPD.

Its structure (SMILES) is C/S(=C/C#N)#[N+][O-]. Its charge is 0. The calculation puts the relative energy (zero: lowest compared OMol25 entry of this formula, charge and spin) at 135.3 kcal per mole. As for the spin multiplicity: 1. The value obtained for the LUMO energy (spin up / spin down) is -1.24 / -1.23 eV. Its HOMO-LUMO gap (spin up / spin down) is 0.2350 / 0.2357 hartree. Its HOMO energy (spin up / spin down) is -7.6 / -7.6 eV.

The geometry in XYZ format:
```
11
Properties=species:S:1:pos:R:3:mulliken_charge:R:1
S -0.050 -0.209 -0.814 0.12
O 0.752 -2.447 0.708 -0.16
N 0.248 -2.275 -0.319 0.15
N -3.601 0.258 0.430 -0.45
C -1.130 0.459 0.389 -0.47
C 1.561 0.700 -0.620 -0.74
C -2.462 0.197 0.384 0.27
H 2.312 0.003 -0.422 0.35
H 1.697 1.356 -1.486 0.29
H 1.438 1.251 0.430 0.25
H -0.765 0.708 1.321 0.38
```